DFT (ωB97M-V/def2-TZVPD) results for C16H40GaNO9P as an isolated structure in a non-equilibrium geometry.

Last column: Löwdin charge in e.
Atoms and positions in Å:
C1 1.076 -3.057 0.980  -0.12
N1 0.256 -2.447 -0.053  -0.16
C2 -0.537 -1.316 0.429  -0.07
C3 -0.546 -3.362 -0.834  -0.54
O1 -0.899 -2.988 -1.954  0.02
C4 -0.964 -4.663 -0.257  -0.26
Ga1 -3.003 -4.968 -0.299  0.20
P1 -4.315 -3.022 -0.033  0.61
O2 -3.894 -1.887 -1.213  -0.43
O3 -3.738 -2.367 1.402  -0.43
H1 1.922 -2.411 1.198  0.07
H2 0.533 -3.245 1.911  0.08
H3 1.452 -4.008 0.624  0.08
H4 -1.596 -1.445 0.227  0.06
H5 -0.425 -1.194 1.505  0.08
H6 -0.204 -0.389 -0.037  0.07
H7 -0.624 -4.821 0.761  0.02
H8 -0.520 -5.448 -0.867  0.05
H9 -3.369 -5.894 0.968  -0.12
H10 -3.526 -5.676 -1.635  -0.12
H11 -4.669 -1.817 -1.762  -0.01
H12 -4.380 -1.753 1.755  0.00
C5 -0.952 4.008 2.421  -0.12
O4 -1.266 3.068 1.423  -0.19
C6 -1.358 1.713 1.840  -0.18
C7 -2.698 1.050 1.596  -0.18
O5 -3.849 1.613 2.203  -0.11
C8 -4.314 2.877 1.784  -0.19
C9 -4.889 2.956 0.379  -0.20
O6 -3.981 2.636 -0.651  -0.19
C10 -4.304 1.500 -1.437  -0.11
H13 0.098 4.312 2.346  0.08
H14 -1.572 4.897 2.274  0.08
H15 -1.142 3.621 3.426  0.09
H16 -1.070 1.623 2.893  0.12
H17 -0.626 1.145 1.255  0.09
H18 -2.607 0.053 2.037  0.12
H19 -2.863 0.877 0.532  0.11
H20 -3.569 3.658 1.954  0.10
H21 -5.150 3.097 2.456  0.12
H22 -5.210 3.996 0.231  0.12
H23 -5.785 2.329 0.317  0.12
H24 -4.959 0.806 -0.906  0.08
H25 -3.382 0.970 -1.676  0.09
H26 -4.780 1.808 -2.373  0.08
C11 6.397 0.498 -3.406  -0.12
O7 5.046 0.622 -3.028  -0.19
C12 4.348 -0.587 -2.783  -0.19
C13 3.794 -0.736 -1.378  -0.17
O8 4.719 -0.698 -0.306  -0.12
C14 5.393 0.498 0.028  -0.19
C15 4.553 1.637 0.580  -0.20
O9 3.581 2.143 -0.307  -0.18
C16 2.233 1.980 0.087  -0.11
H27 6.509 0.659 -4.483  0.08
H28 6.978 1.264 -2.887  0.08
H29 6.809 -0.480 -3.144  0.09
H30 4.982 -1.446 -3.024  0.12
H31 3.490 -0.617 -3.464  0.13
H32 3.371 -1.743 -1.338  0.13
H33 2.959 -0.056 -1.206  0.10
H34 6.035 0.840 -0.786  0.10
H35 6.061 0.206 0.844  0.13
H36 5.248 2.456 0.807  0.12
H37 4.097 1.328 1.527  0.12
H38 2.116 1.140 0.778  0.08
H39 1.637 1.770 -0.802  0.09
H40 1.843 2.891 0.551  0.08

Computed properties:
HOMO level ... -3.62 eV
Net charge ... -1
Strongest force on any atom ... 0.026 hartree/bohr

---

DFT (ωB97M-V/def2-TZVPD) results for an isolated ion of composition C6H10N4S2 and charge +2 in a non-equilibrium geometry.

Last column: Löwdin charge in e.
Atoms and positions in Å:
C1 -0.868 -1.424 -1.252  -0.08
C2 -1.240 -0.782 0.076  -0.53
C3 -0.176 -1.195 1.107  -0.10
N1 1.030 -0.369 0.899  0.15
C4 0.981 0.884 0.454  -0.32
N2 2.030 1.661 0.377  0.26
N3 -0.229 1.388 0.083  0.23
C5 -1.375 0.732 0.050  -0.21
N4 -2.577 1.213 -0.082  0.08
C6 -3.642 0.338 0.081  -1.10
S1 -5.218 0.878 -0.006  0.83
S2 -3.119 -1.310 0.363  1.08
H1 -1.407 -2.446 -1.174  0.11
H2 0.186 -1.705 -1.436  0.10
H3 -1.187 -1.018 -2.266  0.13
H4 -0.598 -1.194 2.076  0.12
H5 0.078 -2.359 1.135  0.21
H6 1.878 -0.701 1.414  0.21
H7 3.037 1.390 0.491  0.20
H8 1.894 2.663 0.245  0.16
H9 -0.315 2.447 0.151  0.24
H10 -2.901 2.235 -0.217  0.22

Computed properties:
HOMO level ... -16.16 eV
Net charge ... +2
Strongest force on any atom ... 0.087 hartree/bohr
ΔE to the lowest compared entry with this formula, charge and spin ... 0.0000 eV

---

DFT (ωB97M-V/def2-TZVPD) results for a 2-piece molecular cluster, C4H9NO overall.

Last column: Löwdin charge in e.
Atoms and positions in Å:
C1 0.142 -0.048 1.427  -0.03
N1 0.139 -0.463 0.177  -0.29
C2 1.283 -1.284 -0.247  -0.02
C3 -0.650 -0.018 -0.833  -0.14
C4 -1.861 0.729 -0.650  -0.33
O1 -2.570 1.104 -1.572  -0.01
H1 0.730 1.802 0.495  0.07
H2 0.879 -0.444 2.110  0.08
H3 -0.634 0.613 1.784  0.07
H4 1.648 -1.868 0.598  0.09
H5 0.970 -1.953 -1.049  0.10
H6 2.068 -0.616 -0.609  0.11
H7 -0.417 -0.374 -1.826  0.12
H8 0.438 1.882 -0.204  0.08
H9 -2.165 0.940 0.401  0.11

Computed properties:
HOMO level (spin up / spin down) ... -7.84 / -7.84 eV
Strongest force on any atom ... 0.008 hartree/bohr
ΔE to the lowest compared entry with this formula, charge and spin ... 4.0477 eV

---

DFT (ωB97M-V/def2-TZVPD) results for a 13-piece molecular cluster, C5H35NO12 overall in a non-equilibrium geometry.

Last column: Löwdin charge in e.
Atoms and positions in Å:
C1 -0.145 1.898 3.686  -0.04
C2 -0.865 0.503 3.738  -0.17
C3 -0.561 -0.333 2.544  -0.19
C4 -0.223 -1.680 2.651  -0.05
N1 -0.398 -2.613 1.730  0.21
C5 -0.912 0.258 1.227  -0.01
H1 -0.894 2.596 3.324  0.08
H2 0.029 2.226 4.705  0.08
H3 0.704 1.948 3.024  0.06
H4 -0.648 0.112 4.731  0.12
H5 -1.953 0.624 3.720  0.14
H6 0.092 -2.082 3.609  0.15
H7 -0.457 -2.394 0.721  0.09
H8 0.024 -3.520 1.889  0.15
H9 -0.162 0.947 0.845  0.10
H10 -1.915 0.690 1.231  0.10
H11 -1.035 -0.532 0.492  0.05
H12 -3.952 1.880 -0.716  0.06
H13 -3.462 0.414 -0.467  0.00
O1 -3.169 1.333 -0.623  -0.07
H14 1.635 0.842 1.638  -0.01
H15 2.583 -0.338 1.877  0.05
O2 2.546 0.563 1.540  -0.02
H16 -5.360 -0.924 -1.190  0.07
H17 -4.746 -1.696 0.065  0.01
O3 -4.658 -0.932 -0.536  -0.06
H18 0.881 2.553 -3.441  0.07
H19 1.766 1.666 -2.661  0.02
O4 1.061 2.366 -2.509  -0.10
H20 2.235 -2.540 -3.186  0.04
H21 1.303 -2.688 -2.010  -0.01
O5 2.190 -2.931 -2.305  -0.05
H22 -1.504 0.803 -1.709  0.04
H23 -0.023 1.150 -2.156  0.01
O6 -0.611 0.428 -1.806  -0.09
H24 1.476 -0.036 -4.392  0.04
H25 0.018 0.149 -3.926  0.03
O7 0.719 0.555 -4.450  -0.04
H26 2.092 2.448 -0.928  0.01
H27 3.095 3.587 -0.673  0.07
O8 2.786 2.747 -0.323  -0.06
H28 -3.324 -2.347 1.385  0.04
H29 -3.577 -3.561 0.556  0.07
O9 -4.042 -2.940 1.129  -0.03
H30 3.874 0.952 -2.138  0.05
H31 2.784 -0.161 -2.119  0.05
O10 3.086 0.610 -2.613  -0.05
H32 5.425 1.550 -0.158  0.06
H33 3.974 1.237 -0.039  0.00
O11 4.774 0.939 -0.522  -0.08
H34 -0.706 -1.307 -1.324  0.01
H35 -1.093 -2.744 -1.951  0.07
O12 -0.757 -2.276 -1.184  -0.07

Computed properties:
⟨S²⟩ ... 0.758
HOMO level (spin up / spin down) ... -13.11 / -13.11 eV
Net charge ... +1
2S+1 ... 2
Strongest force on any atom ... 0.039 hartree/bohr
ΔE to the lowest compared entry with this formula, charge and spin ... 0.0000 eV

---

> Look up the strongest force on any atom of the third one.

0.008 hartree/bohr